[1]
A cluster of 3 separate species, C18H37ClN2O9P in total. Source: the Open Molecules 2025 dataset; level of theory: ωB97M-V with the def2-TZVPD basis set.

Last column: Mulliken charge in e.
Positions of all 68 atoms, in Å:
Cl (-0.62003, 0.61841, 0.36990)  0.00
P (2.96408, 0.50463, 0.13201)  0.86
O (2.27214, 0.58417, 1.63526)  -0.51
O (4.18924, -0.61296, 0.18654)  -0.51
O (-5.30167, -2.06584, 3.46222)  -0.33
O (-3.10975, -2.39874, 3.89053)  -0.54
O (-2.49787, 4.20364, 2.07654)  -0.19
O (-2.64782, 6.45373, 1.95741)  -0.53
O (-3.88866, -0.56632, 2.82466)  -0.31
O (3.57809, 1.86019, -0.15913)  -0.73
O (-3.95733, 5.20785, 3.30897)  -0.32
N (2.81816, -3.04902, -0.60521)  -0.20
N (2.99034, -1.46513, -2.43064)  0.12
C (-1.45522, 4.26126, 1.10806)  -0.21
C (1.56583, -4.91471, 0.37777)  -0.88
C (-5.58090, -3.31390, 4.09669)  -0.63
C (2.22771, -0.18556, -2.62128)  -1.89
C (0.98749, -1.36895, -0.95354)  -1.29
C (-1.55269, 0.77591, -2.47779)  -1.21
C (-3.00006, 5.39848, 2.40346)  0.67
C (3.20299, 0.83644, -3.27580)  -0.22
C (0.57010, 1.12730, -0.91828)  -1.13
C (2.65019, -4.34837, -0.57011)  0.35
C (1.69842, 0.05380, -1.17539)  1.80
C (-2.54627, -0.09897, 2.73294)  -0.40
C (3.56488, -5.23823, -1.44591)  -1.10
C (-4.00954, -1.74444, 3.43949)  0.77
C (3.27533, 0.48370, -4.81416)  -1.18
C (-4.58687, 6.41078, 3.75237)  -0.64
C (2.04874, -2.35515, -1.63786)  -0.55
C (-0.22963, 1.57450, -2.18809)  -0.63
H (-2.56875, 0.85936, 2.21852)  0.17
H (-1.13095, 3.23863, 0.92516)  -0.27
H (-1.56651, -0.24873, -2.07260)  0.32
H (-3.86378, 7.06932, 4.23269)  0.30
H (0.39873, 1.63921, -3.10269)  0.29
H (2.82333, 1.14802, 2.18939)  0.36
H (-2.40799, 1.33604, -2.05996)  0.32
H (4.12199, 1.02984, -5.27648)  0.42
H (2.37416, 0.83897, -5.35494)  0.30
H (-1.82001, 4.68726, 0.17253)  0.34
H (-0.54223, 2.62193, -1.99421)  0.47
H (1.09516, -5.79358, -0.10496)  0.33
H (-5.34273, 6.13046, 4.48222)  0.22
H (3.94449, -1.39820, -2.05905)  0.59
H (1.06662, 2.03668, -0.52137)  0.78
H (-1.93714, -0.79428, 2.15559)  0.15
H (0.79366, -4.13376, 0.49545)  0.25
H (-0.60887, 4.83618, 1.48442)  0.36
H (-5.27212, -3.29250, 5.14139)  0.30
H (1.49957, -3.10395, -2.24252)  0.45
H (3.08397, -1.94857, -3.32825)  0.57
H (4.16020, -5.93407, -0.82992)  0.38
H (-5.09089, -4.13231, 3.56957)  0.29
H (1.99422, -5.13303, 1.37156)  0.31
H (2.92545, -5.76204, -2.19011)  0.32
H (4.23721, -4.57028, -2.01350)  0.30
H (-5.07445, 6.91923, 2.92116)  0.30
H (-6.65686, -3.46535, 4.05361)  0.22
H (0.83811, -1.70784, 0.07613)  0.71
H (3.43323, -0.59554, -5.00064)  0.30
H (4.70077, -0.53111, 0.99646)  0.35
H (1.32924, -0.37851, -3.23344)  0.63
H (0.13708, -1.44344, -1.66094)  -0.02
H (-2.12079, 0.04925, 3.72526)  0.34
H (2.87328, 1.88223, -3.18208)  0.37
H (4.22902, 0.70514, -2.88777)  0.40
H (-1.67491, 0.71082, -3.57728)  0.35

- highest occupied orbital energy (eV) = -11.50
- total charge = +1
- Kohn-Sham gap (eV) = 8.060


[2]
A structure of composition C57H83BBaBrN10PS2Si. Source: the Open Molecules 2025 dataset; level of theory: ωB97M-V with the def2-TZVPD basis set.

Last column: Mulliken charge in e.
Positions of all 157 atoms, in Å:
Ba (1.51816, -0.14420, 0.19188)  2.42
Br (-2.04147, -0.17007, -2.40500)  0.10
S (-1.74794, -0.19057, 7.03217)  -0.55
S (-0.08356, -0.27919, 4.03467)  -0.23
P (-0.27450, -0.90093, 5.92645)  0.98
Si (-3.80944, -0.13665, -3.86685)  -1.36
N (3.87557, -0.41918, 1.04809)  0.28
N (2.80307, -0.16516, -2.08964)  0.14
N (2.77444, 4.83429, -0.61874)  0.10
N (3.28455, -2.91654, -0.87966)  -0.66
N (4.74389, -1.20090, 0.35102)  0.53
N (2.04985, -2.71487, -0.33616)  1.12
N (4.01823, -0.77078, -2.04237)  0.47
N (-1.40772, 0.55061, 1.13214)  0.32
N (3.85536, 2.70783, -0.55899)  0.79
N (0.99287, 3.29542, -0.58674)  0.50
C (-2.64647, 2.34750, -4.70889)  -1.94
C (0.31352, -3.45745, 4.90242)  -0.40
C (5.14684, 4.71771, -0.70669)  -0.64
C (-4.95760, 1.84197, -5.53169)  -1.71
C (5.94428, -1.18962, 0.95392)  -0.75
C (-2.53663, -2.51599, -4.84061)  -1.74
C (-2.42356, -0.55817, -6.34768)  -2.02
C (2.23595, -4.85840, -0.99050)  -1.59
C (-4.32726, -0.24369, 2.75130)  -1.53
C (-0.76774, -2.86344, 0.41407)  -0.64
C (-5.35932, -0.18566, -1.46097)  -2.21
C (-1.28363, 4.06737, -0.66791)  -0.91
C (6.31738, 3.99527, -0.73664)  -0.88
C (3.90050, 1.00695, 3.08769)  1.75
C (-0.35768, -5.53475, 5.91924)  -0.59
C (1.41295, -3.88771, -0.39066)  -0.69
C (-0.32518, -2.74078, 5.91528)  0.23
C (-3.31842, -1.28107, -5.32811)  3.00
C (0.17488, -4.91261, 1.50479)  -1.59
C (3.47827, 0.22749, 4.33488)  -1.58
C (1.93086, 2.81889, -4.04695)  -1.75
C (-6.59459, -0.65404, -3.57281)  -1.78
C (-1.01466, -4.82670, 6.91724)  -0.59
C (2.42294, -1.42533, 6.65848)  -0.30
C (3.79861, 0.12802, 7.88167)  -0.36
C (2.71168, 0.98780, 7.99804)  -0.74
C (-4.58879, -1.75382, -6.06148)  -1.97
C (0.83480, 0.62344, -4.61663)  -1.61
C (-0.83311, 5.38284, -0.72331)  -0.85
C (4.54778, 0.08756, 2.09106)  -0.25
C (-1.00055, -3.43386, 6.91569)  -0.42
C (5.01193, 2.02553, -0.60211)  -0.56
C (-0.32845, 3.08044, -0.60199)  -0.15
C (-5.25528, -0.84998, -2.83780)  2.74
C (4.83761, 2.15753, 3.45854)  -1.87
C (-3.12590, 1.63312, 3.91349)  -1.55
C (-4.56905, 2.51421, -3.15678)  -1.98
C (5.87324, -0.37391, 2.06623)  -1.17
C (0.30377, -4.84921, 4.90757)  -0.53
C (4.78772, -0.32750, -3.05051)  -0.72
C (-3.55259, 1.07041, 2.55398)  2.86
C (4.06642, 0.60032, -3.77794)  -1.13
C (-5.02578, -2.34979, -2.58577)  -2.11
C (0.04549, -4.13440, 0.18666)  1.10
C (-2.35409, 0.77495, 1.74436)  -1.40
C (0.52139, 5.63033, -0.70755)  -0.92
C (1.48357, 0.63995, 7.44710)  -0.51
C (-4.39397, 2.11473, 1.80340)  -1.40
C (1.58763, 1.42129, -3.54503)  3.65
C (3.40737, -4.19644, -1.28095)  -0.29
C (-3.99489, 1.70966, -4.33412)  2.72
C (1.41130, 4.54646, -0.63529)  0.61
C (3.64733, -1.08309, 7.22209)  -0.65
C (1.33186, -0.56509, 6.76150)  0.38
C (6.25834, 2.60808, -0.68938)  -1.29
C (2.81714, 0.66186, -3.13754)  -0.41
C (3.92537, 4.03363, -0.62320)  0.38
B (4.40775, -1.86151, -1.00617)  -1.25
H (-5.30545, 2.30466, 2.37466)  0.47
H (-2.81851, 3.40254, -4.96033)  0.58
H (-0.48341, -4.76463, -0.52883)  0.53
H (-0.81011, -5.20315, 1.88085)  0.52
H (1.99870, -5.89607, -1.18226)  0.55
H (-6.60592, -1.12455, -4.56112)  0.31
H (-4.57770, 1.33699, -6.42466)  0.29
H (-1.53559, 6.20363, -0.78002)  0.44
H (4.32395, -4.54861, -1.73566)  0.50
H (-1.51671, -2.87196, 7.68300)  0.34
H (7.15390, 1.99965, -0.71693)  0.53
H (-5.21174, -2.40186, -5.44064)  0.35
H (-2.58895, 2.57970, 3.80128)  0.31
H (-6.83427, 0.40719, -3.70133)  0.33
H (5.16401, 5.80234, -0.75060)  0.47
H (-1.58728, -2.23538, -4.38157)  0.19
H (-3.84275, 3.05522, 1.71227)  0.31
H (4.40027, 1.15135, -4.64482)  0.47
H (7.27039, 4.50418, -0.80177)  0.42
H (5.21108, 2.66980, 2.56665)  0.42
H (-4.41721, -0.25227, -0.91234)  0.15
H (-1.54840, -5.35968, 7.69712)  0.38
H (-2.47517, 0.94417, 4.44770)  -0.04
H (4.75604, 0.39843, 8.31283)  0.38
H (0.77468, -5.81524, 1.37304)  0.48
H (0.65582, -4.28614, 2.26242)  0.00
H (-5.00442, -2.93575, -3.50679)  0.38
H (-2.95753, 0.22030, -6.89774)  0.31
H (-4.09192, -2.52596, -2.04042)  0.27
H (0.62314, 1.28913, 7.55344)  0.33
H (-1.54379, -0.11685, -5.87799)  0.25
H (6.67266, -0.14974, 2.75913)  0.51
H (-5.60893, 2.25107, -2.94594)  0.34
H (-0.02087, 1.19909, -4.97977)  0.26
H (6.77164, -1.75569, 0.54724)  0.52
H (-4.01895, 1.80159, 4.52376)  0.48
H (0.47305, -0.32580, -4.21868)  0.46
H (5.80098, -0.68463, -3.17662)  0.54
H (2.31702, -2.37509, 6.14851)  0.33
H (2.75112, -0.55138, 4.09813)  0.09
H (-7.40166, -1.10361, -2.98241)  0.52
H (4.48517, -1.76788, 7.14450)  0.37
H (-3.72270, -0.95337, 3.32292)  0.30
H (-5.24095, -0.03473, 3.31155)  0.47
H (-2.33856, 3.82024, -0.66606)  0.66
H (-5.08851, 2.90230, -5.78247)  0.52
H (-1.93901, 2.31606, -3.87613)  0.12
H (0.90147, 6.64571, -0.74667)  0.44
H (-0.79236, -2.23979, -0.48928)  -0.21
H (-4.67235, 1.77487, 0.80578)  0.06
H (-6.12776, -0.70733, -0.87562)  0.65
H (0.94287, 1.52239, -2.66478)  -1.54
H (5.39737, -2.41698, -1.40692)  -0.14
H (5.69346, 1.78646, 4.02700)  0.31
H (2.52321, 3.36367, -3.30610)  0.31
H (-2.31443, -3.15303, -5.70613)  0.56
H (-5.65257, 0.86147, -1.52197)  0.31
H (-4.54720, 3.58124, -3.41298)  0.63
H (1.49601, 0.41552, -5.46220)  0.26
H (-4.59649, -0.70009, 1.79464)  0.19
H (2.81657, 1.92540, 8.53157)  0.38
H (4.30924, 2.88193, 4.08007)  0.45
H (-5.94889, 1.43057, -5.30918)  0.29
H (-3.09509, -3.11584, -4.11765)  0.26
H (-0.34962, -2.29121, 1.24813)  -0.42
H (2.50255, 2.76418, -4.97813)  0.39
H (-4.29939, -2.33133, -6.94949)  0.54
H (-1.79385, -3.11309, 0.68337)  0.71
H (-5.20639, -0.91345, -6.40377)  0.34
H (4.35609, -0.23441, 4.80020)  0.38
H (3.00613, 0.88866, 5.06553)  0.46
H (-5.84881, -2.73579, -1.97151)  0.59
H (3.00987, 1.44403, 2.61997)  -0.06
H (-3.97764, 2.37759, -2.24425)  0.20
H (0.80239, -2.90879, 4.10492)  0.23
H (-2.06698, -1.29059, -7.08115)  0.63
H (-2.18336, 1.87568, -5.57728)  0.32
H (1.01704, 3.38569, -4.24770)  0.34
H (-0.36136, -6.62079, 5.92901)  0.38
H (-0.61697, 2.04710, -0.55163)  0.15
H (4.92134, 0.94619, -0.55659)  0.81
H (2.97217, 5.81338, -0.61268)  0.13
H (0.80440, -5.39920, 4.11704)  0.54

- highest occupied orbital energy (eV) = -6.74
- Kohn-Sham gap (eV) = 7.018
- ΔE to the lowest compared entry with this formula, charge and spin (kJ/mol) = 159.5


[3]
A structure of composition C39H45N5O4PPtSSe. Source: the Open Molecules 2025 dataset; level of theory: ωB97M-V with the def2-TZVPD basis set.

Last column: Mulliken spin population.
Positions of all 97 atoms, in Å:
Pt (0.35686, -1.22041, 0.16392)  0.74
Se (0.10585, -3.65185, 2.08832)  0.01
S (2.97725, -1.82153, -0.83128)  0.10
P (-2.06260, -0.31011, 0.69302)  0.20
O (1.66332, -3.46516, 2.59673)  0.00
O (-0.38934, -5.18219, 2.23901)  0.00
O (0.10253, -3.25739, 0.42864)  0.04
O (-0.85533, -2.57756, 2.84605)  0.00
N (3.25267, -4.36465, -1.75220)  0.01
N (0.94268, 0.66072, 0.00217)  0.46
N (-3.06699, -1.62567, 1.14069)  0.01
N (2.88722, -4.27367, 0.37945)  0.01
N (-2.87116, -2.53238, -0.97153)  0.01
C (2.23995, 2.35017, 3.63529)  0.12
C (-3.24921, 0.78784, -0.20666)  0.04
C (-4.97780, 2.35275, -1.75127)  0.00
C (2.22657, 3.15149, 2.50554)  -0.04
C (-3.34823, 0.59326, -1.58467)  0.02
C (1.48384, 0.49121, 2.33306)  -0.03
C (2.36277, 1.81322, -1.70641)  0.02
C (1.36367, 3.69059, -3.03149)  0.00
C (-2.86674, -4.89670, -1.33983)  0.00
C (1.82541, 2.61862, 1.28437)  0.09
C (-1.21057, 2.14055, 4.50672)  0.00
C (1.42723, 1.27796, 1.16380)  0.08
C (3.04559, -3.51103, -0.71558)  0.01
C (-1.08456, 2.69269, 3.23913)  -0.01
C (-1.84563, 0.61756, 2.24710)  0.00
C (-0.06404, 2.52108, -1.33689)  0.03
C (-4.20658, 1.36749, -2.35152)  0.00
C (1.86378, 1.50178, -4.13746)  0.00
C (-4.89304, 2.54930, -0.38017)  0.00
C (-3.04008, -5.11555, 0.02444)  0.00
C (3.17850, -5.67122, -1.29449)  0.00
C (0.48302, 0.36168, -2.39249)  -0.09
C (-1.94754, 0.06735, 3.52095)  0.00
C (1.86860, 1.00702, 3.55258)  -0.04
C (-1.39927, 1.93687, 2.12382)  0.00
C (0.94641, 1.35220, -1.30581)  0.06
C (1.86898, 0.12149, 4.76905)  0.00
C (-1.64058, 0.83043, 4.64082)  0.00
C (2.93523, -5.60196, 0.03200)  0.00
C (-2.78289, -3.59133, -1.77683)  0.00
C (-0.05268, 3.20132, -2.71010)  0.01
C (2.63275, 4.60175, 2.58005)  0.00
C (-0.50490, 2.20226, -3.77511)  0.00
C (-3.02362, -2.75836, 0.32909)  0.00
C (-4.03567, 1.77222, 0.38688)  0.01
C (0.45904, 1.01575, -3.77759)  0.00
C (-3.13112, -4.03962, 0.87509)  0.00
C (3.42259, -3.94544, -3.12268)  0.00
C (2.32862, 2.50012, -3.07594)  0.00
H (-2.19672, -0.97458, 3.65651)  0.00
H (0.13710, 3.26111, -0.56609)  0.00
H (3.50398, 4.80086, 1.95195)  0.00
H (-5.49769, 3.31056, 0.09789)  0.00
H (-3.03834, -1.85313, 2.12502)  0.00
H (2.45008, -3.91805, 1.29465)  0.00
H (1.86104, 1.97208, -5.12738)  0.00
H (2.49123, -3.53376, -3.51310)  0.00
H (-1.06123, 2.11469, -1.13654)  0.00
H (-3.98258, 1.93662, 1.45487)  0.00
H (3.00857, 0.93161, -1.73907)  0.01
H (3.30299, -6.51254, -1.95210)  0.00
H (-0.95341, 2.72379, 5.38280)  0.00
H (2.77655, -6.37783, 0.75871)  0.00
H (-2.76900, -5.71705, -2.03758)  0.00
H (-0.71939, 3.70494, 3.11629)  0.00
H (1.82787, 5.25593, 2.23638)  0.00
H (3.33566, 2.85355, -3.31792)  0.00
H (2.55479, 0.65423, -4.17355)  0.00
H (-1.71545, 0.37988, 5.62292)  0.00
H (2.88391, 4.88668, 3.60191)  0.00
H (2.54429, 2.76929, 4.58983)  0.00
H (-1.52154, 1.86296, -3.55351)  0.00
H (-1.27823, 2.37435, 1.13921)  0.01
H (2.79170, 2.49077, -0.96934)  0.00
H (-0.74122, 4.05169, -2.68642)  0.00
H (-3.18233, -4.17360, 1.94635)  0.00
H (1.69307, 4.40986, -2.27319)  0.00
H (-3.05296, -6.11859, 0.42934)  0.00
H (-0.52187, 2.68048, -4.76110)  0.00
H (1.12757, 0.46752, 5.49356)  0.00
H (-4.27102, 1.20143, -3.42018)  0.00
H (-5.64488, 2.96256, -2.34831)  0.00
H (-2.63100, -3.37079, -2.82934)  0.00
H (-0.51250, -0.00939, -2.13480)  0.02
H (3.72240, -4.80766, -3.71540)  0.00
H (-2.75952, -0.19094, -2.04370)  0.00
H (4.18569, -3.17122, -3.17937)  0.00
H (0.12697, 0.27107, -4.50727)  0.00
H (1.15578, -0.49825, -2.39710)  0.01
H (1.20293, -0.55624, 2.28307)  0.04
H (1.62655, -0.90592, 4.49820)  0.00
H (1.36706, 4.21123, -3.99534)  0.00
H (1.82819, 3.28327, 0.43719)  0.04
H (2.84415, 0.13161, 5.26119)  0.00

- highest occupied orbital energy (alpha / beta) (eV) = -3.24 / -4.72
- total charge = -1
- multiplicity = 3
- Kohn-Sham gap (alpha / beta) (eV) = 5.603 / 6.248
- ΔE to the lowest compared entry with this formula, charge and spin (kJ/mol) = 45.9


[4]
The ion C4H9N2S with charge +1. Source: the Open Molecules 2025 dataset; level of theory: ωB97M-V with the def2-TZVPD basis set.

Last column: Mulliken charge in e.
Positions of all 16 atoms, in Å:
S (1.32310, -1.48671, 0.52195)  0.18
N (1.37800, 0.03053, -0.01558)  0.17
N (-1.34825, -0.80012, 0.25894)  -0.20
C (-2.21499, -1.71794, 0.13002)  -0.24
C (-1.15613, 0.45680, -0.32260)  -0.33
C (0.32944, 0.36502, -0.88456)  -0.78
C (2.15509, 0.94057, 0.76878)  -0.76
H (-1.13963, 1.39863, 0.36410)  0.28
H (1.85535, 2.00599, 0.67313)  0.35
H (-3.31648, -1.55955, -0.15002)  0.25
H (1.98270, 0.69644, 1.81995)  0.35
H (0.22944, -0.49703, -1.58903)  0.39
H (0.42938, 1.27031, -1.51449)  0.41
H (-1.94767, 0.74024, -1.08784)  0.37
H (3.34105, 0.86550, 0.64726)  0.29
H (-1.90041, -2.70870, 0.37998)  0.25

- highest occupied orbital energy (alpha / beta) (eV) = -13.73 / -13.73
- total charge = +1
- Kohn-Sham gap (alpha / beta) (eV) = 6.961 / 6.960
- ΔE to the lowest compared entry with this formula, charge and spin (kJ/mol) = 449.5
- SMILES string = C=NCC[N+](C)=S


Question: Which formula does entry 3 have?
Answer: C39H45N5O4PPtSSe